(1)
# C30H20N3O4SSeW

A molecular structure, C30H20N3O4SSeW (wB97M-V/def2-TZVPD, OMol25).

```
60
Properties=species:S:1:pos:R:3
W -1.8473 -1.5502 -1.0297
O -3.0606 -4.8515 -2.6079
S -2.8268 -3.6380 -1.9367
O -3.7275 -3.1518 -0.8774
O -1.4254 -3.4994 -1.2164
O -2.6487 -2.3774 -2.8007
Se -5.1988 1.6136 -1.9946
N -4.2925 2.4985 -3.2266
C -3.1113 1.9086 -3.3247
C -2.0468 2.2738 -4.1982
C -0.9041 1.5390 -4.1467
C -0.7837 0.4492 -3.2427
N -1.7417 0.0788 -2.4290
C -2.9194 0.7941 -2.4540
N -3.9070 0.4668 -1.6538
H -2.1655 3.1110 -4.8726
H -0.0614 1.7638 -4.7835
H 0.1312 -0.1291 -3.1995
C -1.9107 2.8767 2.5623
C -1.5257 2.6378 1.2303
C -1.7206 1.4105 0.6553
C -2.3194 0.3422 1.3670
C -2.5518 -0.9815 0.8228
C -3.1132 -1.9502 1.6339
C -3.4843 -1.6835 2.9689
C -3.2860 -0.4413 3.4834
C -2.6986 0.5930 2.7079
C -2.4821 1.8682 3.2827
H -1.7478 3.8490 3.0072
H -1.0577 3.4286 0.6580
H -1.3719 1.2595 -0.3557
H -3.2988 -2.9418 1.2494
H -3.9329 -2.4717 3.5571
H -3.5737 -0.2132 4.5031
H -2.7830 2.0217 4.3120
C -0.0558 -1.1366 -0.5842
C 1.1233 -0.8437 -0.2219
C 2.3618 -0.5302 0.1627
C 3.4583 -0.6465 -0.8116
C 3.4464 -1.6701 -1.7612
C 4.4633 -1.7619 -2.6965
C 5.4888 -0.8261 -2.6999
C 5.5006 0.2005 -1.7637
C 4.4952 0.2902 -0.8172
C 2.5835 -0.0849 1.5491
C 1.5576 0.5436 2.2603
C 1.7585 0.9250 3.5753
C 2.9750 0.6723 4.1942
C 3.9942 0.0364 3.4968
C 3.8056 -0.3392 2.1791
H 2.6572 -2.4118 -1.7406
H 4.4611 -2.5695 -3.4160
H 6.2842 -0.8987 -3.4295
H 6.2984 0.9307 -1.7722
H 4.4975 1.0930 -0.0917
H 0.6137 0.7507 1.7717
H 0.9660 1.4237 4.1174
H 3.1285 0.9705 5.2228
H 4.9381 -0.1710 3.9825
H 4.5946 -0.8500 1.6438
```

HOMO: -10.8606 eV
Net charge: +1
Electronic energy: -122093.166 eV
Frontier orbital gap: 6.0 eV
ΔE to the lowest compared entry with this formula, charge and spin: 0.00 kcal/mol
Max |F|: 0.01541 Eh/bohr

=====

(2)
# C18H21NO4

C18H21NO4 in the gas phase (wB97M-V/def2-TZVPD, OMol25).

```
44
Properties=species:S:1:pos:R:3
C 1.2830 4.4023 -0.2615
C 1.4797 3.3135 0.7982
C 0.3836 2.2977 0.7134
O -0.5787 2.5331 1.5692
C 0.3523 1.2214 -0.1647
C 1.4357 1.0167 -1.1256
O 2.4010 1.7497 -1.2361
C 1.2983 -0.1657 -2.0634
C 0.7174 -1.3855 -1.3513
C 1.6555 -1.8392 -0.2560
C 2.8060 -2.5299 -0.6245
C 3.7241 -2.9421 0.3220
C 3.5052 -2.6725 1.6624
C 2.3619 -1.9938 2.0416
C 1.4436 -1.5804 1.0907
C -0.6831 -1.0149 -0.8818
C -0.7541 0.2710 -0.0988
N -1.7585 0.5653 0.6482
C -2.9252 -0.2473 0.8236
C -3.9614 0.0306 -0.2842
C -5.1835 -0.8098 -0.0271
O -6.0917 -0.5221 0.7023
O -5.1316 -1.9722 -0.6924
H 2.0283 5.1807 -0.1251
H 0.2931 4.8442 -0.1746
H 1.4027 3.9804 -1.2547
H 2.4510 2.8452 0.6506
H 1.4238 3.7636 1.7912
H -1.3035 1.8282 1.4149
H 0.6383 0.1328 -2.8840
H 2.2833 -0.3745 -2.4833
H 0.6325 -2.2060 -2.0751
H 2.9816 -2.7474 -1.6689
H 4.6116 -3.4750 0.0138
H 4.2206 -2.9913 2.4056
H 2.1794 -1.7806 3.0847
H 0.5611 -1.0530 1.4193
H -1.3273 -0.9068 -1.7610
H -1.0998 -1.8270 -0.2799
H -2.7041 -1.3232 0.8469
H -3.3627 0.0371 1.7855
H -3.5459 -0.2256 -1.2579
H -4.2312 1.0860 -0.2573
H -5.9122 -2.5138 -0.4946
```

HOMO: -8.8062 eV
Net charge: 0
Electronic energy: -28687.750 eV
Frontier orbital gap: 9.2 eV
ΔE to the lowest compared entry with this formula, charge and spin: 7.00 kcal/mol
SMILES string: CC/C(O)=C1\C(=O)C[C@@H](c2ccccc2)C\C1=N/CCC(=O)O
Max |F|: 0.01408 Eh/bohr

=====

(3)
# CH2NO4S

A gas-phase ion, CH2NO4S (charge -1) at a distorted geometry (wB97M-V/def2-TZVPD, OMol25).

```
9
Properties=species:S:1:pos:R:3
C -0.5300 0.3892 0.0732
N -1.0163 -0.8944 -0.0596
O -1.4998 -1.1250 -1.1941
O 2.1896 -0.3797 -0.8214
O -0.9341 -1.7320 0.8298
O 2.0659 1.1046 1.0627
S 1.5682 0.8794 -0.2953
H -1.1946 1.0059 -0.5741
H -0.6489 0.7521 0.9789
```

HOMO: -4.3617 eV
Net charge: -1
Electronic energy: -21582.537 eV
Frontier orbital gap: 8.1 eV
ΔE to the lowest compared entry with this formula, charge and spin: 95.80 kcal/mol
Max |F|: 0.09601 Eh/bohr

=====

(4)
# C30H48Cl12O18

12 unconnected molecules or ions with the total composition C30H48Cl12O18 at a distorted geometry (wB97M-V/def2-TZVPD, OMol25).

```
108
Properties=species:S:1:pos:R:3
O -7.7981 5.5394 3.4958
C -7.0648 4.9892 2.6329
O -7.4669 4.8978 1.3710
C -6.4687 4.3133 0.6018
C -5.5557 3.6480 1.6526
O -6.0054 4.2256 2.8635
H -6.9209 3.5121 0.0172
H -5.9888 4.8940 -0.1859
H -4.5225 3.8307 1.3574
H -5.6799 2.5666 1.5965
O -2.3831 7.6239 2.1064
C -2.0670 6.9284 3.0410
O -1.3556 5.7077 2.8761
C -1.0081 5.3053 4.1544
C -1.9664 5.9449 5.0389
O -2.2755 7.0899 4.2661
H -1.1503 4.2264 4.2168
H 0.0306 5.4292 4.4608
H -1.5604 6.3882 5.9482
H -2.7969 5.2648 5.2281
O 3.6807 -4.2388 -4.0259
C 4.9518 -4.3155 -4.1828
O 5.6225 -4.5581 -5.2535
C 7.0061 -4.3139 -5.0982
C 7.0940 -4.3055 -3.5833
O 5.8042 -4.0330 -3.2387
H 7.6419 -5.0024 -5.6550
H 7.2215 -3.3631 -5.5858
H 7.8208 -3.6172 -3.1518
H 7.3089 -5.2947 -3.1792
O 1.2655 -4.2992 4.7074
C 0.1245 -4.6926 4.5101
O -0.8178 -3.9292 3.9914
C -2.0777 -4.4221 4.1601
C -1.8084 -5.8146 4.7346
O -0.3826 -5.8909 4.7665
H -2.6296 -3.7261 4.7918
H -2.4904 -4.4983 3.1541
H -2.2249 -6.5092 4.0051
H -2.1491 -5.9145 5.7651
O -4.2560 6.9299 -4.0888
C -4.2196 5.7868 -4.4604
O -5.2954 4.9336 -4.4989
C -4.9243 3.8737 -5.3641
C -3.3744 3.7571 -5.2648
O -3.0854 5.1078 -4.8716
H -5.3450 2.9254 -5.0297
H -5.2522 3.9535 -6.4006
H -2.8854 3.4960 -6.2033
H -3.1449 3.0009 -4.5141
O 3.1624 5.2675 1.3648
C 2.4737 5.5219 0.4195
O 1.9528 4.5859 -0.4804
C 1.0528 5.1936 -1.3737
C 1.2279 6.6478 -1.1463
O 2.0456 6.7251 0.0524
H 1.3211 4.8228 -2.3630
H 0.0465 4.8470 -1.1387
H 0.2812 7.1734 -1.0214
H 1.6297 7.0172 -2.0897
Cl 0.9281 0.9965 6.3144
C 2.4581 1.5589 5.6053
C 3.4920 0.3892 5.7208
Cl 3.7504 -0.0916 7.3685
H 2.8698 2.3995 6.1639
H 2.3865 1.7700 4.5384
H 4.4604 0.7214 5.3468
H 3.1833 -0.4826 5.1440
Cl 6.2262 -4.2861 1.5452
C 7.3447 -3.2536 2.3890
C 7.3648 -1.8658 1.7250
Cl 5.7395 -1.0498 1.7743
H 8.3551 -3.6584 2.3309
H 7.0965 -3.0586 3.4323
H 7.8771 -1.7944 0.7656
H 7.9911 -1.1659 2.2781
Cl -0.9551 0.4931 1.1949
C 0.1497 -0.7405 0.6127
C 0.9736 -0.3361 -0.5383
Cl -0.0629 0.2543 -1.8168
H -0.4175 -1.5915 0.2359
H 0.7419 -1.1673 1.4221
H 1.5948 -1.1344 -0.9445
H 1.8116 0.3362 -0.3542
Cl -5.0283 -1.7675 0.2726
C -4.4345 -2.2220 -1.3141
C -5.5563 -2.3262 -2.3981
Cl -6.5635 -0.9064 -2.8564
H -3.7703 -3.0824 -1.2328
H -3.7370 -1.4335 -1.5968
H -6.2517 -3.0486 -1.9707
H -5.1043 -2.6261 -3.3435
Cl -1.5167 -3.1765 -7.3786
C -0.6445 -2.4982 -5.9680
C 0.6236 -1.6897 -6.5071
Cl 0.0820 -0.3502 -7.5496
H -0.2418 -3.3434 -5.4099
H -1.3099 -1.9231 -5.3241
H 1.4291 -2.2194 -7.0156
H 1.0806 -1.1597 -5.6713
Cl 0.2198 -9.2276 1.1217
C 1.5499 -8.0693 0.9690
C 1.4624 -7.1344 -0.2279
Cl 0.1068 -5.9953 0.0302
H 2.4942 -8.6028 0.8603
H 1.5757 -7.5043 1.9008
H 1.4084 -7.5104 -1.2496
H 2.3980 -6.5790 -0.2929
```

HOMO: -10.4838 eV
Net charge: 0
Electronic energy: -219009.799 eV
Frontier orbital gap: 10.4 eV
ΔE to the lowest compared entry with this formula, charge and spin: 58.52 kcal/mol
SMILES string: O=C1OCCO1.O=C1OCCO1.O=C1OCCO1.O=C1OCCO1.O=C1OCCO1.O=C1OCCO1.ClCCCl.ClCCCl.ClCCCl.ClCCCl.ClCCCl.ClCCCl
Max |F|: 0.12516 Eh/bohr

=====

Among the records above, which one has the lowest ΔE to the lowest compared entry with this formula, charge and spin?
C30H20N3O4SSeW